Entry 1:
Molecular formula: C39H87N12O12P3
Method: DFT, ωB97M-V with the def2-TZVPD basis set

The geometry in XYZ format:
```
153
Properties=species:S:1:pos:R:3:forces:R:3
C -0.540 -3.413 2.769 0.81 -0.56 -3.07
C -0.748 -4.587 3.598 -1.25 -3.04 -1.48
O -0.154 -4.330 4.839 -0.16 0.84 0.02
C -0.134 -2.987 4.934 0.85 1.42 -0.06
O 0.158 -2.356 5.907 -0.55 -0.50 -1.18
O -0.407 -2.425 3.648 0.31 2.82 4.86
H -1.356 -3.211 2.075 -0.10 -0.17 -0.05
H 0.391 -3.463 2.205 0.10 -0.24 -0.49
H -0.307 -5.427 3.061 -0.20 -0.27 0.76
H -1.822 -4.768 3.648 -0.03 -0.28 0.69
C 0.731 0.812 -0.667 -0.54 -0.20 2.11
C 0.299 0.520 0.771 0.10 1.81 1.02
O 0.933 -0.710 1.137 -0.61 1.44 1.72
C 1.322 -1.309 0.077 -0.04 -3.03 -2.07
O 1.697 -2.476 0.041 -0.25 2.56 -0.56
O 1.036 -0.523 -1.028 0.80 -1.08 -1.38
H 1.571 1.506 -0.637 0.36 -0.36 -0.43
H -0.088 1.279 -1.214 0.17 -0.47 -0.43
H -0.781 0.463 0.904 0.02 -0.44 0.04
H 0.678 1.296 1.436 -0.11 -0.04 0.17
C -3.020 4.904 -4.550 -1.80 0.05 0.50
C -3.588 5.401 -3.222 -2.16 0.69 -1.20
O -2.761 4.854 -2.277 1.78 -1.14 1.65
C -2.018 3.853 -2.846 1.80 -0.47 2.34
O -1.292 3.054 -2.267 -1.83 1.46 -0.53
O -2.115 3.897 -4.137 0.41 -0.10 -1.86
H -2.602 5.751 -5.093 0.40 -0.71 -0.38
H -3.842 4.357 -5.013 0.31 0.50 -0.94
H -4.604 5.061 -3.022 -0.13 -0.57 -0.22
H -3.777 6.475 -3.229 1.14 0.25 0.55
C 1.823 1.353 -3.982 -1.16 -0.69 0.84
C 3.008 0.510 -4.294 1.31 -0.35 -0.21
C 3.286 -0.597 -3.228 -0.26 0.25 -1.50
C 3.620 -0.017 -1.941 0.30 -0.39 0.76
N 3.922 0.410 -0.914 -0.17 -0.09 -0.70
H 1.994 1.961 -3.094 0.23 0.70 -0.40
H 1.047 0.698 -3.587 -0.54 -0.18 -0.38
H 1.442 1.868 -4.864 0.09 0.36 0.35
H 3.840 1.205 -4.406 0.47 -0.30 0.18
H 2.939 0.031 -5.271 -0.26 -0.16 0.04
H 4.037 -1.311 -3.566 0.60 0.45 0.14
H 2.419 -1.258 -3.224 -0.36 0.33 0.74
C 0.893 0.899 4.798 0.14 0.90 0.34
C 1.679 1.912 5.705 -0.08 -0.79 -0.21
C 1.497 3.421 5.457 -0.04 0.37 -0.47
C 0.179 3.954 5.756 -5.60 1.70 1.13
N -0.930 4.385 5.929 5.11 -1.95 -0.78
H 0.006 0.535 5.315 -0.25 0.32 -0.31
H 1.429 -0.016 4.544 0.45 0.20 0.22
H 0.680 1.406 3.857 -0.40 -0.11 -0.09
H 2.738 1.672 5.609 0.06 0.27 0.15
H 1.375 1.735 6.737 0.27 -0.08 0.08
H 1.638 3.759 4.430 0.30 -0.67 -0.43
H 2.217 4.041 5.991 0.13 -0.30 0.43
C 4.194 -1.846 3.484 -0.28 -1.37 -1.62
C 4.519 -1.098 2.151 1.09 1.58 1.92
C 4.269 0.450 2.327 -0.17 -1.01 -0.96
C 4.973 0.989 3.490 2.18 1.96 2.96
N 5.573 1.453 4.407 -2.35 -1.81 -3.42
H 4.547 -1.456 4.438 -0.09 0.75 -0.41
H 4.668 -2.827 3.439 0.06 -0.20 -0.10
H 3.130 -2.081 3.514 -0.16 0.30 0.33
H 4.158 -1.441 1.181 -0.84 -0.28 0.52
H 5.597 -1.131 1.992 0.25 -0.20 0.16
H 3.216 0.731 2.354 -0.13 -0.11 0.38
H 4.617 0.872 1.384 0.30 0.50 0.31
O -6.180 -1.100 -2.575 0.39 0.29 0.42
P -5.128 -0.074 -2.618 -2.90 1.32 -1.41
N -5.682 1.619 -2.872 2.31 -4.13 -1.24
C -6.007 2.480 -1.783 -0.82 0.24 0.23
C -6.425 1.846 -4.157 -0.47 0.83 1.07
N -4.195 -0.422 -3.997 0.60 0.68 1.04
C -4.193 -1.771 -4.552 -0.53 -0.15 -0.15
C -3.049 0.387 -4.321 0.83 0.76 0.04
N -4.099 -0.246 -1.230 0.21 2.90 -1.69
C -3.986 -1.520 -0.621 -0.26 -0.93 0.44
C -3.041 0.774 -1.035 -0.50 -1.06 0.34
H -5.637 3.493 -1.939 0.30 0.02 0.06
H -5.630 2.070 -0.846 -0.17 0.21 0.05
H -7.094 2.557 -1.769 -0.16 0.06 0.63
H -6.158 1.231 -5.016 0.53 0.18 0.33
H -6.379 2.922 -4.328 0.87 0.08 -0.59
H -7.510 1.797 -4.071 -0.22 -0.89 0.61
H -5.207 -2.016 -4.869 0.09 -0.01 -0.09
H -3.496 -1.809 -5.389 -0.11 0.08 0.06
H -3.916 -2.545 -3.836 0.18 0.07 0.27
H -2.125 -0.054 -3.947 0.21 -0.35 0.10
H -2.884 0.528 -5.389 -0.38 -0.24 -0.15
H -3.074 1.385 -3.884 -0.42 -0.07 0.04
H -3.256 -1.566 0.187 0.14 0.40 -0.19
H -4.957 -1.806 -0.216 -0.06 -0.18 -0.18
H -3.705 -2.234 -1.395 -0.01 -0.44 0.01
H -2.218 0.499 -1.695 0.38 0.06 0.04
H -2.745 0.661 0.007 0.22 0.42 -0.11
H -3.357 1.785 -1.293 -0.15 -0.22 0.13
O -1.671 -6.245 1.128 -0.16 0.26 -0.98
P -0.585 -6.575 0.170 0.57 -0.95 -0.54
N -1.022 -7.743 -1.021 0.51 -0.54 0.74
C -0.047 -8.585 -1.838 -0.23 1.84 1.32
C -2.404 -8.125 -1.126 -1.11 -0.74 0.03
N 0.749 -7.215 0.996 1.73 -0.04 -0.20
C 1.798 -6.406 1.715 -0.91 -0.13 -0.62
C 0.667 -8.539 1.668 -1.79 0.24 -0.53
N -0.094 -5.238 -0.770 0.80 -1.01 1.60
C -1.118 -4.270 -1.101 0.87 0.48 -0.93
C 1.078 -5.371 -1.693 -1.07 -0.04 0.85
H -0.513 -9.368 -2.436 -0.36 0.31 0.21
H 0.679 -9.033 -1.158 0.07 -0.11 -0.12
H 0.463 -7.854 -2.466 0.22 -0.58 -0.33
H -3.075 -7.618 -0.433 0.38 0.48 -0.06
H -2.609 -9.172 -0.903 0.47 -0.43 0.22
H -2.806 -8.030 -2.134 0.10 0.47 -0.26
H 1.393 -5.962 2.624 0.10 0.07 0.03
H 2.587 -7.090 2.027 0.02 0.07 -0.22
H 2.223 -5.621 1.091 -0.14 -0.02 -0.04
H 0.045 -8.456 2.559 0.22 0.09 0.42
H 0.093 -9.239 1.061 0.15 -0.03 -0.31
H 1.614 -9.011 1.930 0.16 0.50 -0.30
H -1.951 -4.109 -0.415 0.28 -0.77 0.32
H -0.610 -3.309 -1.186 0.03 0.32 -0.10
H -1.491 -4.521 -2.094 -0.53 0.12 -0.25
H 1.759 -6.081 -1.224 0.16 0.19 -0.07
H 1.565 -4.408 -1.848 -0.03 0.04 0.28
H 0.812 -5.779 -2.668 -0.29 0.03 -0.16
O 2.075 3.271 2.188 1.07 0.52 -0.66
P 2.083 4.545 1.411 -1.15 1.47 -1.23
N 0.526 5.240 1.468 -0.51 1.20 0.35
C 0.105 5.859 2.786 0.78 -0.36 -0.71
C -0.560 4.506 0.790 1.31 -0.44 0.04
N 2.444 4.427 -0.278 -1.05 -1.33 1.30
C 2.067 5.441 -1.260 1.32 0.12 -0.10
C 3.754 3.728 -0.489 -1.08 1.38 -0.09
N 3.118 5.775 1.879 0.11 -0.91 0.91
C 3.095 7.124 1.315 -0.12 -0.68 -0.04
C 4.048 5.565 2.994 -0.54 0.17 0.82
H 0.662 6.767 3.014 0.25 -0.01 -0.28
H 0.269 5.182 3.625 -0.33 -0.06 -0.10
H -0.940 6.165 2.748 0.01 -0.32 -0.15
H -1.533 4.994 0.730 0.31 0.53 0.21
H -0.704 3.553 1.298 -0.26 -0.36 -0.03
H -0.187 4.321 -0.217 -0.39 -0.26 -0.08
H 2.769 6.274 -1.296 0.37 0.26 0.32
H 2.226 5.002 -2.246 -0.69 -0.19 -0.19
H 1.105 5.936 -1.132 -0.20 -0.71 0.13
H 4.522 4.480 -0.302 0.54 -0.26 0.17
H 3.822 2.870 0.179 0.11 0.13 -0.12
H 3.850 3.426 -1.532 -0.15 -0.21 0.02
H 3.934 7.200 0.623 -0.07 0.49 -0.15
H 2.142 7.304 0.817 0.13 -0.02 -0.14
H 3.186 7.865 2.108 0.10 -0.02 0.04
H 4.690 6.428 3.169 -0.02 0.09 -0.48
H 4.691 4.687 2.937 -0.20 -0.08 -0.31
H 3.448 5.499 3.902 0.19 -0.27 0.34
```
Positions in Å, forces in eV/Å.

Values from the calculation:
**2S+1**: 2
**Highest occupied orbital energy (spin up / spin down)**: -10.05 / -10.05 eV
**Kohn-Sham gap (spin up / spin down)**: 0.2817 / 0.1014 hartree
**Charge**: +1

Atomic partial charges in e from the Löwdin method, atoms 1 to 8: atom 1 (C): -0.249, atom 2 (C): -0.174, atom 3 (O): 0.111, atom 4 (C): -0.472, atom 5 (O): 0.166, atom 6 (O): 0.042, atom 7 (H): 0.132, atom 8 (H): 0.124

=====

Entry 2:
Molecular formula: C39H88F10N11O23S10
Method: DFT, ωB97M-V with the def2-TZVPD basis set

The geometry in XYZ format:
```
181
Properties=species:S:1:pos:R:3:forces:R:3
C 1.308 -2.873 3.703 0.73 0.23 -0.93
C 2.049 -3.581 2.525 0.47 -2.47 2.80
O 3.090 -4.196 2.739 -2.93 2.02 -2.13
N 1.187 -3.715 1.226 5.60 1.87 -0.73
H 0.501 -4.455 1.191 -0.35 -1.54 0.32
H 0.690 -2.836 1.186 -0.76 0.71 0.26
C 2.121 -3.614 -0.079 -1.65 -0.58 1.24
H 2.005 -2.830 4.541 0.03 -0.09 -0.18
H 0.413 -3.398 4.036 -0.03 -0.45 -0.36
H 0.983 -1.862 3.460 0.10 0.00 -0.17
H 2.647 -4.557 -0.232 -0.33 0.08 0.04
H 2.824 -2.781 -0.044 -0.28 -0.06 0.60
H 1.356 -3.388 -0.822 0.46 -0.21 -0.37
C -1.631 -1.740 6.104 0.65 1.71 -0.01
C -2.288 -2.890 5.513 2.33 -2.99 -0.46
O -1.637 -3.861 5.155 -2.45 1.68 0.37
N -3.778 -2.829 5.496 1.18 -1.38 -3.49
H -4.099 -3.157 6.396 -0.67 -0.04 0.14
H -3.984 -1.859 5.303 -0.72 1.49 0.99
C -4.473 -3.507 4.251 0.13 -1.59 1.69
H -1.010 -2.026 6.953 -0.52 -0.06 0.36
H -2.291 -0.886 6.255 0.10 -0.12 0.47
H -0.873 -1.395 5.400 -0.10 0.00 -0.36
H -4.238 -3.200 3.232 0.69 0.91 0.72
H -5.536 -3.353 4.434 0.15 -0.21 -0.06
H -4.147 -4.542 4.353 -0.50 -0.12 -0.13
C -0.355 -5.330 -2.363 0.18 -0.07 -1.45
C -1.864 -5.201 -2.813 -0.78 -1.16 2.00
C -2.761 -5.449 -1.581 -0.39 -0.12 0.15
C -3.238 -4.278 -0.738 0.84 -1.58 -0.58
C -3.790 -3.230 -1.635 -0.05 1.09 -0.36
C -2.813 -2.593 -2.712 -1.76 -0.82 0.94
N -2.099 -3.783 -3.389 7.50 2.02 -4.76
O -1.128 -3.429 -4.352 -6.71 -2.31 5.76
C -1.757 -1.754 -2.053 1.13 1.47 0.79
C -3.634 -1.786 -3.722 0.82 0.20 -1.79
C -2.224 -6.255 -3.896 0.68 1.07 -0.96
H 0.265 -5.270 -3.257 0.14 0.92 -0.05
H -0.040 -6.332 -2.070 -1.13 -0.33 0.50
H -0.037 -4.659 -1.565 -0.37 0.16 -0.28
H -2.256 -6.124 -0.890 0.25 -0.29 -0.37
H -3.681 -5.960 -1.864 0.14 -0.19 -0.50
H -2.436 -4.020 -0.047 -0.30 0.65 0.13
H -4.047 -4.784 -0.211 0.01 0.72 0.65
H -4.195 -2.466 -0.971 0.08 0.69 -0.55
H -4.639 -3.628 -2.189 -0.08 -0.11 -0.03
H -2.196 -0.798 -1.769 -0.81 -0.19 0.39
H -0.929 -1.325 -2.617 0.09 -0.87 -0.76
H -1.332 -2.140 -1.127 -0.19 -0.39 -0.08
H -4.138 -0.891 -3.357 -0.21 -0.54 0.87
H -4.287 -2.367 -4.373 -0.39 -0.30 0.63
H -2.978 -1.351 -4.475 0.61 -0.01 0.00
H -3.189 -6.095 -4.377 0.09 0.72 -0.11
H -2.329 -7.312 -3.656 0.76 0.25 1.02
H -1.385 -6.069 -4.567 -0.39 -0.72 -0.85
C 5.111 -0.651 -0.013 1.28 0.45 0.24
C 6.203 0.521 -0.111 -1.38 -2.19 -2.35
C 6.757 0.533 -1.628 -0.89 1.91 0.97
N 7.476 1.874 -1.934 2.56 -0.82 1.31
C 6.550 2.955 -2.459 0.68 -0.77 -0.30
C 8.225 2.402 -0.658 -0.28 -0.57 -1.69
C 9.271 3.319 -1.275 1.10 0.31 0.95
C 9.517 2.873 -2.725 1.51 2.99 0.29
C 8.775 1.663 -2.840 -2.92 -1.82 -1.25
H 4.281 -0.442 -0.688 -0.19 0.25 0.43
H 4.841 -0.725 1.041 -0.59 0.31 -0.16
H 5.429 -1.669 -0.238 0.65 0.09 -0.33
H 7.040 0.326 0.559 -0.23 0.18 0.03
H 5.592 1.383 0.159 0.67 0.40 -0.17
H 6.037 0.598 -2.444 -0.77 -0.69 0.55
H 7.354 -0.361 -1.809 0.54 0.45 0.06
H 6.360 2.690 -3.499 -0.33 0.11 0.06
H 7.060 3.918 -2.434 0.03 -0.18 0.09
H 5.652 3.019 -1.845 0.09 -0.19 -0.03
H 7.509 2.823 0.048 0.16 0.02 -0.15
H 8.703 1.493 -0.292 -0.12 0.23 0.39
H 9.037 4.377 -1.157 -0.02 -0.11 -0.16
H 10.229 3.138 -0.788 -0.20 0.31 0.55
H 9.289 3.699 -3.398 -0.55 -0.31 -0.24
H 10.578 2.708 -2.911 0.00 -0.15 0.14
H 8.452 1.423 -3.853 -0.31 0.07 -0.03
H 9.388 0.808 -2.552 -0.62 -0.16 0.82
C -2.485 3.862 0.583 0.15 -0.62 -0.51
C -2.105 3.829 2.032 0.11 -0.21 2.17
C -0.629 4.209 2.450 -0.67 -0.42 -0.20
N -0.197 4.026 3.924 -1.88 -1.24 0.31
C 1.188 4.623 4.141 -1.83 -0.72 0.49
C -0.263 2.522 4.281 0.44 0.35 0.81
C -0.932 2.448 5.692 -0.43 -2.16 -1.65
C -1.997 3.516 5.645 -0.22 -0.27 -0.99
C -1.301 4.600 4.865 1.24 2.79 0.30
H -3.575 3.900 0.581 0.09 0.85 -0.35
H -2.375 2.905 0.073 0.75 -0.07 0.06
H -1.928 4.634 0.054 -0.55 0.15 -0.24
H -2.451 2.882 2.447 0.53 -0.51 -0.03
H -2.835 4.465 2.531 0.38 0.67 0.20
H -0.483 5.271 2.254 0.26 -0.11 -0.23
H 0.076 3.580 1.906 0.05 0.33 -0.22
H 1.883 3.941 3.652 0.10 0.62 -0.19
H 1.322 4.601 5.222 0.30 0.07 -0.07
H 1.114 5.653 3.790 0.56 -0.20 -0.16
H 0.719 2.049 4.245 0.19 0.39 -0.02
H -0.829 2.051 3.477 -0.35 0.01 0.51
H -0.296 2.335 6.569 0.46 1.13 -0.15
H -1.392 1.460 5.724 -0.42 -0.17 -0.22
H -2.481 3.640 6.614 0.48 1.01 0.00
H -2.843 3.306 4.990 0.06 -1.13 0.10
H -0.793 5.329 5.497 0.33 -0.15 0.25
H -1.924 5.252 4.253 -0.25 -0.46 -0.04
C 1.806 -0.541 -7.469 -0.45 0.29 0.69
C 1.626 0.497 -6.299 -1.55 -0.92 0.43
C 0.105 0.934 -6.172 -0.17 1.73 0.12
N -0.268 2.014 -5.064 2.07 0.63 1.02
C 0.377 1.510 -3.711 -1.15 0.59 -0.81
C -1.807 2.303 -5.009 1.17 -0.03 -1.28
C -1.991 3.702 -4.403 0.33 0.50 0.28
C -0.610 4.433 -4.416 1.17 -1.71 -0.15
C 0.307 3.485 -5.319 -2.02 0.44 -0.05
H 2.804 -0.975 -7.528 0.06 0.24 0.30
H 1.558 -0.217 -8.480 -0.04 0.53 0.19
H 1.123 -1.362 -7.252 0.01 -0.15 -0.05
H 2.375 1.287 -6.240 -0.42 0.36 -0.53
H 1.754 -0.040 -5.359 0.47 -0.31 -0.06
H -0.615 0.149 -5.939 0.62 -0.59 0.24
H -0.314 1.329 -7.097 0.36 0.39 -0.13
H 1.438 1.762 -3.717 -0.08 -0.45 -0.31
H 0.131 0.451 -3.634 0.37 0.08 0.02
H -0.018 2.013 -2.828 -0.44 0.21 -0.31
H -2.388 1.441 -4.683 0.38 0.16 1.01
H -2.083 2.316 -6.064 0.19 0.30 -0.23
H -2.415 3.636 -3.401 0.00 0.11 -0.05
H -2.654 4.296 -5.031 -0.30 -0.35 0.11
H -0.165 4.550 -3.428 -0.06 -0.64 0.26
H -0.557 5.476 -4.730 -0.53 -0.24 -0.75
H 1.371 3.702 -5.223 0.04 -0.98 0.56
H 0.085 3.661 -6.372 -0.20 -0.02 -0.06
N -4.684 -0.387 5.345 -0.29 1.67 6.63
S -4.963 0.365 4.101 0.82 1.77 -11.35
O -3.798 0.973 3.421 -1.91 -1.05 2.12
O -6.225 0.992 3.871 0.43 -0.07 1.39
F -5.144 -1.045 3.210 0.30 0.77 0.43
S -5.153 0.866 6.447 -0.84 1.23 3.35
O -6.451 0.720 7.026 0.05 -0.37 -1.66
O -4.663 2.210 6.204 -0.25 -2.04 -0.84
F -4.325 0.452 7.713 1.52 -0.96 -0.13
N -0.409 -5.807 1.354 4.03 -3.28 -3.68
S -1.543 -6.192 2.226 -8.84 0.23 4.25
O -1.280 -6.599 3.565 0.06 -0.57 -0.37
O -2.717 -6.826 1.534 3.11 1.84 1.46
F -1.861 -4.659 2.487 -1.32 0.90 -0.28
S 0.139 -7.386 1.104 3.55 -2.05 -1.69
O -0.480 -8.133 0.004 1.24 2.18 1.82
O 0.524 -8.078 2.305 -1.04 0.59 -1.27
F 1.629 -6.886 0.619 -1.22 -0.08 -0.61
N 2.862 5.239 0.893 2.94 -4.74 1.26
S 3.513 3.691 0.662 1.94 -2.17 1.92
O 4.877 3.759 0.102 -2.40 -0.35 0.90
O 2.639 2.544 0.314 1.76 2.87 -0.33
F 3.712 3.342 2.206 0.52 0.47 -0.11
S 2.032 5.146 -0.370 -5.04 6.43 -5.07
O 0.660 4.721 -0.226 1.26 -0.91 -0.44
O 2.695 5.059 -1.677 -0.54 -1.33 1.84
F 1.797 6.772 -0.320 -0.14 -0.44 -0.32
N -0.166 -1.489 1.168 3.11 2.69 -1.81
S 0.627 -0.032 0.711 4.97 -0.45 0.02
O 0.655 1.081 1.614 -1.16 -1.11 -0.39
O 0.774 0.180 -0.679 -1.34 -0.18 -0.89
F 2.121 -0.663 1.000 -0.67 -0.23 0.24
S -1.307 -0.734 1.809 -9.80 0.25 2.95
O -2.056 0.088 0.847 2.34 -0.26 1.68
O -1.219 -0.404 3.226 0.75 -0.16 -2.08
F -2.396 -1.974 1.890 1.25 0.20 0.05
N -6.437 1.051 -1.687 6.93 -1.65 -0.25
S -5.047 1.680 -0.902 3.49 0.44 1.93
O -4.932 1.804 0.587 -1.38 0.25 -4.11
O -4.300 2.648 -1.711 -1.60 -1.17 0.70
F -4.136 0.407 -1.052 0.27 -1.40 -0.96
S -7.382 1.883 -0.926 -9.31 4.32 4.26
O -7.373 3.305 -1.260 0.83 -1.32 0.88
O -7.707 1.499 0.465 0.91 0.70 -3.00
F -8.681 1.429 -1.752 0.01 -0.41 0.12
```
Positions in Å, forces in eV/Å.

Values from the calculation:
**Highest occupied orbital energy**: -9.69 eV
**Energy above the lowest of the compared OMol25 structures with the same formula, charge and spin**: 12.9 kJ/mol
**Kohn-Sham gap**: 0.1097 hartree
**Charge**: +1

Atomic partial charges in e from the Löwdin method, atoms 1 to 8: atom 1 (C): 0.036, atom 2 (C): -0.290, atom 3 (O): 0.133, atom 4 (N): 0.101, atom 5 (H): 0.042, atom 6 (H): 0.011, atom 7 (C): 0.057, atom 8 (H): 0.097

=====

Maximum force (computed, hartree/bohr): 0.116, 0.224